The following is a DFT calculation (ωB97M-V with the def2-TZVPD basis set) of a molecular structure, C3H4NO3 at a distorted geometry.

Last column: natural (NBO) charge in e.
Element x y z (Å)
1 H -1.10498 1.06753 -0.91629  0.23
2 O 2.08271 0.68371 1.67844  -0.73
3 N 0.96119 -0.91972 0.44694  -0.41
4 O 1.93092 0.86872 -0.63955  -0.80
5 O -0.95501 -1.79450 -0.76932  -0.66
6 H -1.33624 0.96861 0.84554  0.21
7 H -2.27261 -0.13038 0.02410  0.23
8 C -0.33763 -0.78017 -0.25541  0.37
9 H 0.64878 -0.77735 -0.86471  0.41
10 C -1.32311 0.42707 -0.07956  -0.69
11 C 1.70597 0.38648 0.52982  0.82

For the relative energy (zero: lowest compared OMol25 entry of this formula, charge and spin), the calculation gives 420.5 kJ/mol. As for the net charge: -1.